Computed, not measured: one molecule with the formula C4H5FO2, with ωB97M-V/def2-TZVPD.

Each atom is followed by the atoms it is bonded to, with distances in Å.
Atoms and positions in Å:
1 C 2.788 -0.097 -0.030  C2 1.513, H5 1.230, H6 1.271, H7 1.336
2 C 1.285 0.068 0.025  C1 1.513, O10 1.202, O11 1.269
3 C -0.876 -0.794 0.110  C4 1.315, H8 1.082, O11 1.412
4 C -1.579 0.312 -0.002  C3 1.315, H9 0.974, F12 1.436
5 H 3.095 -0.986 -0.823  C1 1.230
6 H 3.284 -0.352 1.111  C1 1.271
7 H 2.751 1.220 -0.249  C1 1.336
8 H -1.500 -1.613 0.441  C3 1.082
9 H -1.175 1.196 -0.065  C4 0.974
10 O 0.851 1.189 0.040  C2 1.202
11 O 0.512 -0.929 -0.116  C2 1.269, C3 1.412
12 F -3.007 0.168 -0.046  C4 1.436

Output
LUMO   0.719 eV
Calculated total energy   -405.626835 a.u.
Energy above the lowest of the compared OMol25 structures with the same formula, charge and spin   88.0 kcal per mole
HOMO   -10.13 eV
Kohn-Sham gap   10.852 eV